No. 1
83
Properties=species:S:1:pos:R:3:mulliken_charge:R:1 method="wB97M-V/def2-TZVPD" orbital_gap_ha="0.183 / 0.182" molar_mass_g_mol=869.722 e_homo_ev="-9.21 / -9.19" de_lowest_kj_mol=0.0 total_charge=+1
Bi 0.17778 -0.74783 1.98895 1.039
C 6.42132 0.99056 0.03367 -0.681
C 6.42640 -0.27245 -0.56982 -0.738
C 5.29347 -1.07182 -0.57430 -0.130
C 4.16137 -0.57692 0.05220 0.625
C 2.82326 -1.13339 0.22773 -0.522
N 2.42348 -2.25953 -0.31310 -0.480
C 1.15777 -2.66552 -0.36004 -0.543
C 0.71226 -3.80417 -1.13856 0.346
C 1.40553 -4.72585 -1.91368 -0.205
C 0.66767 -5.71095 -2.54444 -0.704
C -0.72858 -5.76902 -2.41871 -0.683
C -1.42032 -4.84460 -1.65735 -0.296
C -0.67754 -3.86519 -1.00975 0.283
C -1.07052 -2.76039 -0.15592 -0.323
N -2.33237 -2.47449 0.14806 -0.534
C -2.71557 -1.38293 0.77544 -0.356
N -1.91531 -0.37983 1.26604 0.229
C -2.71036 0.62884 1.76955 -0.035
N -2.32121 1.78899 2.25223 -0.605
C -1.06128 2.20370 2.29070 -0.461
N 0.06315 1.49372 1.93833 0.172
C 1.16383 2.29691 2.06615 -0.419
N 2.42404 2.00829 1.75561 -0.563
C 2.81777 0.88600 1.19948 -0.273
N 2.07885 -0.24187 0.95952 0.110
C 4.15711 0.68073 0.65411 0.381
C 5.28308 1.48733 0.64937 -0.234
C 0.73126 3.60241 2.53124 0.232
C 1.44177 4.75553 2.83891 -0.094
C 0.72134 5.84262 3.29857 -0.696
C -0.67232 5.78406 3.43940 -0.683
C -1.38068 4.63767 3.12771 -0.111
C -0.65651 3.54231 2.67603 0.385
C -4.10387 0.24428 1.60042 0.036
C -5.28785 0.88096 1.94410 -0.104
C -6.47124 0.22424 1.65631 -0.699
C -6.47526 -1.03167 1.03468 -0.709
C -5.29409 -1.66299 0.68499 -0.145
C -4.10770 -1.00731 0.98195 0.370
N 0.05917 -2.08296 0.21916 0.573
H 7.32422 1.58803 0.01675 0.431
H 7.33314 -0.63066 -1.04123 0.437
H 5.28832 -2.04639 -1.04979 0.578
H 2.48362 -4.67152 -2.01125 0.577
H 1.17517 -6.45095 -3.15061 0.420
H -1.27434 -6.54908 -2.93483 0.439
H -2.49840 -4.87766 -1.56028 0.583
H 5.26742 2.46840 1.10956 0.576
H 2.51811 4.78865 2.72105 0.575
H 1.24072 6.75768 3.55427 0.413
H -1.20358 6.65671 3.79846 0.411
H -2.45726 4.58730 3.22825 0.577
H -5.27936 1.85413 2.41926 0.585
H -7.41555 0.68701 1.91492 0.422
H -7.42158 -1.51275 0.82261 0.432
H -5.28659 -2.63059 0.19848 0.578
C -0.80703 -3.85656 3.49870 -0.711
O 0.50801 -3.48593 3.05380 -0.426
H -0.78354 -4.74767 4.12294 0.407
H -1.47929 -4.03155 2.65494 0.268
H -1.19619 -3.03496 4.09955 0.222
H 0.99695 -4.28201 2.83085 0.269
C 2.62308 1.08756 -2.60309 -0.516
N 1.33080 1.45495 -3.18348 0.046
C 1.33511 1.99300 -4.54025 -1.162
C 0.25961 1.15184 -2.38072 0.331
O 0.50112 0.59146 -1.29702 -0.167
N -1.04582 1.45275 -2.71986 0.164
C -1.63550 2.06145 -3.90483 -1.049
C -2.08307 1.08462 -1.76908 -0.218
H 3.41393 1.38361 -3.28731 0.353
H 2.69110 0.01309 -2.42883 0.134
H 2.78068 1.59105 -1.64936 0.077
H 2.36030 1.99190 -4.89602 0.325
H 0.98668 3.02453 -4.58492 0.368
H 0.76007 1.37919 -5.23272 0.416
H -0.91906 2.37775 -4.63899 0.416
H -2.22076 2.93542 -3.60993 0.310
H -2.31842 1.35296 -4.38029 0.324
H -1.63044 0.67426 -0.88144 -0.808
H -2.75924 0.34361 -2.20889 0.412
H -2.67227 1.96789 -1.50429 0.424


No. 2
89
Properties=species:S:1:pos:R:3:mulliken_charge:R:1 method="wB97M-V/def2-TZVPD" orbital_gap_ha=0.274 molar_mass_g_mol=809.754 e_homo_ev=-8.24 total_charge=0
S -4.71173 0.89721 1.04145 -0.380
P -4.64441 -0.59743 -0.21584 0.329
C -3.25437 -1.69531 0.23193 0.558
C -2.71661 -1.73871 1.54745 -0.566
C -1.71539 -2.58603 1.84327 -0.807
C -1.14920 -3.42380 0.84675 0.375
N -0.13846 -4.26356 1.21070 -0.541
C 0.33008 -4.97122 0.21810 -0.449
C -0.16943 -4.88551 -1.10681 -0.246
N -1.16636 -4.12614 -1.49812 -0.561
C -1.64445 -3.37931 -0.45887 0.206
C -2.72307 -2.49760 -0.71846 -0.317
H -5.87378 -1.29408 -0.21505 0.130
H -4.36391 -0.05061 -1.48869 -0.090
H -3.10127 -1.09216 2.33046 0.473
H -1.30941 -2.64805 2.85980 0.511
H 1.16310 -5.64733 0.41325 0.408
H 0.29706 -5.52506 -1.86110 0.523
H -3.12879 -2.45227 -1.73074 0.388
O 3.69489 -1.38438 -6.12883 -0.606
N 3.18757 -1.87900 -5.14250 1.027
O 3.64698 -1.80707 -4.01982 -0.615
C 1.93073 -2.62056 -5.31947 -0.213
C 1.39663 -2.75389 -6.58905 -0.465
C 0.22309 -3.47284 -6.75465 -0.362
C -0.40337 -4.04469 -5.65463 -0.818
C 0.13896 -3.89466 -4.38457 0.198
C 1.31350 -3.17912 -4.21405 -0.127
H 1.88176 -2.31002 -7.44643 0.456
H -0.20204 -3.58982 -7.74266 0.386
H -1.31737 -4.61014 -5.78740 0.408
H -0.35026 -4.33627 -3.52499 0.227
H 1.73491 -3.06572 -3.22476 0.528
O -0.85255 0.34990 -0.19883 -0.659
N -0.88421 0.78083 0.94609 1.352
O -1.88723 0.86799 1.61583 -0.556
C 0.38054 1.22311 1.54295 -0.096
C 1.54258 1.16898 0.79099 -0.317
C 2.72917 1.61032 1.35398 -0.553
C 2.74395 2.09437 2.65575 -0.541
C 1.57285 2.13262 3.40090 -0.663
C 0.38199 1.69556 2.84401 -0.257
H 1.53442 0.79324 -0.22234 0.513
H 3.64461 1.58099 0.77749 0.472
H 3.67223 2.44378 3.09041 0.441
H 1.58775 2.50695 4.41562 0.408
H -0.52836 1.72944 3.42550 0.483
O -1.23817 6.40464 -1.80719 -0.623
N -2.08496 6.20425 -2.65645 1.047
O -2.58912 7.07124 -3.34121 -0.611
C -2.53302 4.82047 -2.86907 -0.016
C -2.01135 3.80675 -2.08332 -0.426
C -2.45670 2.50806 -2.27581 0.061
C -3.41067 2.23691 -3.24904 -0.647
C -3.91742 3.26325 -4.03522 -0.519
C -3.47863 4.56335 -3.84609 -0.483
H -1.26993 4.01440 -1.32488 0.554
H -2.06076 1.70585 -1.66417 0.425
H -3.76267 1.22307 -3.39593 0.403
H -4.65828 3.04990 -4.79425 0.381
H -3.87740 5.35979 -4.45768 0.453
O 6.73337 5.32474 1.77682 -0.610
N 5.99692 5.05182 0.84978 1.050
O 6.10957 4.06494 0.14895 -0.610
C 4.89803 5.98318 0.55499 0.056
C 4.76710 7.13415 1.31271 -0.355
C 3.74423 8.02251 1.01902 -0.407
C 2.86397 7.75210 -0.02085 -0.449
C 3.00162 6.58908 -0.76646 -0.475
C 4.02324 5.69890 -0.47931 -0.289
H 5.44978 7.34817 2.12242 0.447
H 3.63462 8.92855 1.59981 0.374
H 2.06893 8.44976 -0.25156 0.401
H 2.31302 6.37878 -1.57395 0.416
H 4.12349 4.79750 -1.06707 0.450
O -2.35699 -2.56877 6.30186 -0.619
N -1.31045 -2.97918 5.84450 1.086
O -0.45562 -2.27715 5.33773 -0.611
C -1.05917 -4.42530 5.89988 0.145
C -2.02464 -5.25950 6.43636 -0.464
C -1.79394 -6.62534 6.46570 -0.420
C -0.60542 -7.14073 5.96488 -0.413
C 0.35785 -6.29059 5.43829 -0.556
C 0.13252 -4.92370 5.40347 -0.163
H -2.95025 -4.86127 6.82658 0.450
H -2.54241 -7.28950 6.87664 0.374
H -0.43001 -8.20899 5.98414 0.380
H 1.28382 -6.69406 5.05114 0.379
H 0.88257 -4.26499 4.98977 0.437


No. 3
89
Properties=species:S:1:pos:R:3:mulliken_charge:R:1 method="wB97M-V/def2-TZVPD" orbital_gap_ha="0.253 / 0.252" molar_mass_g_mol=1146.446 spin_multiplicity=2 s2=0.761 e_homo_ev="-7.59 / -7.60" de_lowest_kj_mol=144.2 total_charge=0
Ti -0.21279 -1.11091 -0.97350 -0.222
O 1.09184 -2.05307 0.21823 0.015
S 0.84709 -3.02123 1.39626 1.025
C 2.54742 -3.43316 1.88302 -0.627
C 2.75569 -4.91535 1.58097 -0.778
C 1.96170 -5.19936 0.30908 -0.475
C 0.58143 -4.61078 0.56925 -0.080
H 2.68978 -3.13404 2.91873 0.483
H 3.15719 -2.79632 1.24066 0.071
H 2.37224 -5.52555 2.40247 0.305
H 3.81787 -5.13559 1.47852 0.408
H 1.89833 -6.26312 0.08320 0.501
H 2.41632 -4.69823 -0.54805 0.105
H -0.00761 -5.22074 1.25830 0.532
H -0.01886 -4.39398 -0.31447 -0.532
C -3.93776 -0.87887 1.54449 -0.955
S -3.04335 -1.95373 0.43374 0.651
C -3.28963 -3.51436 1.25989 -1.063
O -1.58021 -1.62495 0.73188 -0.735
H -3.68602 -1.10041 2.58070 0.321
H -5.00491 -1.00371 1.36316 0.473
H -3.63242 0.13319 1.27853 0.212
H -4.36056 -3.70549 1.33011 0.506
H -2.83373 -3.47051 2.24896 0.277
H -2.83120 -4.27126 0.62585 0.253
Cl -3.09832 -4.08800 -4.69009 -0.135
C -1.60394 -3.57549 -3.90559 0.923
Cl -1.09408 -2.03017 -4.56467 -0.079
Cl -0.32249 -4.79192 -4.18240 -0.157
C -1.79020 -3.55045 -2.36062 -0.182
O -2.54146 -4.34255 -1.84136 -0.591
O -1.06986 -2.68424 -1.73492 -0.695
C -2.01033 4.82831 1.51542 -0.655
C -1.39518 4.59045 0.29329 -0.987
C -0.68806 3.41570 0.08675 0.089
C -0.55700 2.45970 1.09860 -0.084
C -1.17182 2.72186 2.32186 -0.215
C -1.89904 3.88935 2.52885 -0.824
Ge 0.48322 0.81621 0.79133 2.023
C 0.68561 -0.01315 2.59031 -0.630
C -0.42000 -0.43816 3.33350 0.377
C -0.27905 -1.04664 4.57202 -1.036
C 0.98688 -1.25169 5.10711 -0.611
C 2.09911 -0.82420 4.39733 -0.834
C 1.94610 -0.21101 3.15734 0.242
C 2.33261 1.40211 0.38189 -0.614
C 2.68876 2.74775 0.33508 -0.391
C 3.98075 3.14105 0.00376 -0.806
C 4.95112 2.19127 -0.27585 -0.743
C 4.62223 0.84264 -0.21558 -0.756
C 3.32813 0.46054 0.10517 0.867
H -2.57069 5.74131 1.67460 0.387
H -1.48023 5.31364 -0.50888 0.475
H -0.23689 3.24433 -0.88282 0.592
H -1.07446 2.01892 3.14101 0.299
H -2.36635 4.06853 3.48985 0.455
H -1.41338 -0.29867 2.92882 0.318
H -1.15755 -1.35758 5.12571 0.424
H 1.10264 -1.72184 6.07578 0.399
H 3.09177 -0.95446 4.81261 0.447
H 2.83121 0.12338 2.62829 0.307
H 1.94919 3.51090 0.54699 0.335
H 4.22567 4.19509 -0.03923 0.426
H 5.95537 2.49739 -0.54012 0.384
H 5.37164 0.08990 -0.43169 0.440
H 3.08387 -0.59659 0.12064 -0.267
Br -1.23554 3.99590 -3.97042 -0.111
C -2.86343 4.40308 -3.09251 -0.087
C -3.51172 5.61291 -3.32879 -0.317
C -4.68176 5.89856 -2.63843 -0.599
C -5.20841 4.99874 -1.71799 -0.467
C -4.56237 3.78766 -1.47917 -0.764
C -3.41737 3.54802 -2.18970 0.640
I -2.17750 0.62116 -1.73145 -0.163
H -3.09733 6.31664 -4.03899 0.412
H -5.18535 6.83887 -2.82046 0.370
H -6.11762 5.23986 -1.18153 0.364
H -4.93838 3.07870 -0.75202 0.431
F 0.89956 1.85392 -2.40358 -0.170
C 1.66496 0.79875 -2.70411 0.598
C 1.31825 -0.47293 -2.27723 0.707
C 2.18226 -1.48221 -2.66572 0.004
F 1.91915 -2.76388 -2.31283 -0.402
C 3.34276 -1.27123 -3.38554 0.186
F 4.15540 -2.28220 -3.71069 -0.347
C 3.65504 0.02062 -3.77193 0.955
F 4.76620 0.25935 -4.46399 -0.350
C 2.80740 1.06289 -3.43753 -0.111
F 3.11248 2.30487 -3.81551 -0.364